Entry 1:
Density functional theory data (ωB97M-V/def2-TZVPD) for one molecule with the formula C4H9NO at a distorted geometry.

The SMILES is C=C(O)NCC. The charge is 0. Its energy above the lowest of the compared OMol25 structures with the same formula, charge and spin is 46.9 kcal per mole. Its max |F| is 0.0245 Eh/bohr. The HOMO energy is -7.59 eV. Its LUMO energy is 0.9 eV.

```
15
C4H9NO, DFT ωB97M-V/def2-TZVPD
C 0.331 -2.066 -0.956
C 0.215 -0.561 -1.166
N -0.489 0.069 -0.064
C -0.093 1.137 0.661
O 1.002 1.803 0.224
C -0.642 1.649 1.802
H 0.841 -2.537 -1.802
H -0.660 -2.527 -0.864
H 0.892 -2.278 -0.041
H 1.198 -0.089 -1.230
H -0.305 -0.348 -2.112
H -1.408 -0.274 0.169
H -1.222 1.060 2.490
H -0.796 2.725 1.790
H 1.136 2.237 1.099
```

Mulliken atomic charge list, values in e, 2 entries: -1.090 -0.324

Entry 2:
Density functional theory data (ωB97M-V/def2-TZVPD) for C4H9NO as an isolated structure at a distorted geometry.

The charge is 0. Its energy above the lowest of the compared OMol25 structures with the same formula, charge and spin is 145.0 kcal per mole. Its max |F| is 0.1285 Eh/bohr. The HOMO energy is -8.19 eV. Its LUMO energy is 0.1 eV.

```
15
C4H9NO, DFT ωB97M-V/def2-TZVPD
C -2.086 0.076 -0.430
N -0.709 -0.022 0.069
C -0.670 0.867 1.286
C 0.261 0.211 -0.919
C 1.459 -0.540 -0.724
O 2.108 -0.733 0.544
H -2.290 1.103 -0.529
H -2.767 -0.439 0.266
H -2.116 -0.519 -1.409
H -1.366 0.583 2.268
H 0.414 0.893 1.591
H -0.949 1.884 0.943
H 0.055 0.889 -1.793
H 1.157 -1.322 0.157
H 2.176 -0.724 -1.611
```

Mulliken atomic charge list, values in e, 2 entries: -1.050 -0.144

Entry 3:
Density functional theory data (ωB97M-V/def2-TZVPD) for one molecule with the formula C4H9NO at a distorted geometry.

The SMILES is NCCCC=O. The charge is 0. Its energy above the lowest of the compared OMol25 structures with the same formula, charge and spin is 55.0 kcal per mole. Its max |F| is 0.1102 Eh/bohr. The HOMO energy is -9.27 eV. Its LUMO energy is 1.0 eV.

```
15
C4H9NO, DFT ωB97M-V/def2-TZVPD
O 1.957 2.407 1.764
C 1.227 1.452 1.663
C 1.232 0.562 0.405
C -0.225 0.295 -0.044
C -0.447 -1.021 -0.836
N -1.878 -1.053 -1.263
H 0.651 1.255 2.486
H 1.860 1.028 -0.340
H 1.793 -0.332 0.665
H -0.622 1.126 -0.826
H -0.921 0.359 0.799
H 0.221 -1.203 -1.596
H -0.327 -2.023 -0.264
H -2.088 -1.452 -2.062
H -2.433 -1.400 -0.550
```

Mulliken atomic charge list, values in e, 2 entries: -0.474 -0.175

Entry 4:
Density functional theory data (ωB97M-V/def2-TZVPD) for one molecule with the formula C4H9NO at a distorted geometry.

The SMILES is CCCC(N)=O. The charge is 0. Its energy above the lowest of the compared OMol25 structures with the same formula, charge and spin is 4.9 kcal per mole. Its max |F| is 0.0228 Eh/bohr. The HOMO energy is -9.81 eV. Its LUMO energy is 0.9 eV.

```
15
C4H9NO, DFT ωB97M-V/def2-TZVPD
C 2.522 0.856 0.771
C 1.448 -0.151 0.334
C 0.126 0.559 0.065
C -1.067 -0.306 -0.252
N -1.989 0.289 -1.066
O -1.264 -1.405 0.217
H 3.488 0.356 0.812
H 2.467 1.705 0.097
H 2.269 1.281 1.755
H 1.266 -0.902 1.103
H 1.806 -0.614 -0.577
H 0.254 1.312 -0.736
H -0.122 1.202 0.907
H -1.733 1.103 -1.588
H -2.858 -0.207 -1.149
```

Mulliken atomic charge list, values in e, 2 entries: -1.184 -0.215

Entry 5:
Density functional theory data (ωB97M-V/def2-TZVPD) for an isolated ion of composition C4H9NO and charge +1 at a distorted geometry.

The multiplicity is 2. The charge is +1. Its energy above the lowest of the compared OMol25 structures with the same formula, charge and spin is 34.8 kcal per mole. Its max |F| is 0.0596 Eh/bohr. As for the expectation value of S²: 0.7567. The HOMO energy (spin up / spin down) is -16.31 / -16.30 eV. Its LUMO energy (spin up / spin down) is -5.1 / -9.2 eV.

```
15
C4H9NO, DFT ωB97M-V/def2-TZVPD
N -0.322 0.368 1.910
C -0.162 -0.217 0.711
C 0.164 0.587 -0.495
C -1.028 0.522 -1.458
C 1.473 0.040 -1.165
O -0.113 -1.477 0.696
H -0.999 1.076 2.118
H 0.019 -0.120 2.724
H 0.284 1.609 -0.141
H -1.373 -0.528 -1.406
H -0.865 0.666 -2.553
H -1.940 1.302 -1.262
H 1.889 0.766 -1.881
H 2.228 -0.011 -0.338
H 1.230 -0.887 -1.700
```

Mulliken atomic charge list, values in e, 2 entries: -0.283 0.458

Entry 6:
Density functional theory data (ωB97M-V/def2-TZVPD) for one molecule with the formula C4H9NO2 at a distorted geometry.

The SMILES is C[C@@H](O)CC(N)=O. The charge is 0. Its energy above the lowest of the compared OMol25 structures with the same formula, charge and spin is 36.7 kcal per mole. Its max |F| is 0.0674 Eh/bohr. The HOMO energy is -9.68 eV. Its LUMO energy is 0.8 eV.

```
16
C4H9NO2, DFT ωB97M-V/def2-TZVPD
C -2.045 -0.251 -0.755
C -0.480 0.219 -0.812
O -0.460 1.504 -0.209
C 0.364 -0.791 -0.054
C 1.871 -0.542 0.019
O 2.677 -1.410 -0.270
N 2.224 0.682 0.497
H -2.438 -0.492 0.257
H -2.030 -1.164 -1.327
H -2.812 0.408 -1.227
H -0.211 0.296 -1.871
H -1.417 1.271 -0.138
H -0.021 -0.836 0.975
H 0.232 -1.763 -0.529
H 3.206 0.920 0.486
H 1.528 1.414 0.541
```

Mulliken atomic charge list, values in e, 2 entries: -1.405 0.440

Entry 7:
Density functional theory data (ωB97M-V/def2-TZVPD) for C4H9NO2 as an isolated structure.

The charge is 0. Its energy above the lowest of the compared OMol25 structures with the same formula, charge and spin is 104.4 kcal per mole. Its max |F| is 0.0115 Eh/bohr. The HOMO energy is -9.89 eV. Its LUMO energy is -0.2 eV.

```
16
C4H9NO2, DFT ωB97M-V/def2-TZVPD
N -0.601 -1.825 -0.183
C -0.961 -1.160 0.953
O -1.587 -1.653 1.871
C -0.431 0.257 1.035
C 0.918 0.487 0.767
C 1.123 1.029 -1.209
O 0.061 0.840 -1.883
H -1.034 -2.724 -0.332
H -0.362 -1.284 -1.005
H -1.345 0.766 -0.220
H -1.007 0.913 1.689
H 1.387 1.336 1.266
H 1.542 -0.402 0.688
H 1.425 2.068 -1.022
H 1.958 0.324 -1.348
H -1.043 0.912 -0.982
```

Mulliken atomic charge list, values in e, 2 entries: -0.314 0.491

Entry 8:
Density functional theory data (ωB97M-V/def2-TZVPD) for a 2-piece molecular cluster, C4H9NO2 overall.

The charge is 0. Its energy above the lowest of the compared OMol25 structures with the same formula, charge and spin is 83.6 kcal per mole. Its max |F| is 0.0099 Eh/bohr. The HOMO energy is -8.62 eV. Its LUMO energy is 1.0 eV.

```
16
C4H9NO2, DFT ωB97M-V/def2-TZVPD
C -2.853 0.444 -0.199
N -1.710 -0.198 0.419
C -1.679 -0.314 1.680
C 1.442 -0.227 0.733
O 0.881 -0.326 -0.460
O 2.742 -0.033 0.593
C 3.334 0.051 -0.715
H -3.559 0.858 0.535
H -3.376 -0.278 -0.834
H -2.492 1.250 -0.845
H -0.095 -0.408 -0.291
H -0.794 -0.750 2.142
H -2.496 0.035 2.324
H 4.380 0.308 -0.546
H 2.842 0.819 -1.316
H 3.256 -0.909 -1.231
```

Mulliken atomic charge list, values in e, 2 entries: -0.870 -0.349

Entry 9:
Density functional theory data (ωB97M-V/def2-TZVPD) for a 2-piece molecular cluster, C4H9NO2 overall at a distorted geometry.

The charge is 0. Its energy above the lowest of the compared OMol25 structures with the same formula, charge and spin is 61.6 kcal per mole. Its max |F| is 0.0222 Eh/bohr. The HOMO energy is -10.13 eV. Its LUMO energy is 0.8 eV.

```
16
C4H9NO2, DFT ωB97M-V/def2-TZVPD
C 1.967 -0.474 -1.668
N 1.979 0.445 -0.584
C 1.908 1.169 0.332
O -0.569 0.695 1.852
C -1.359 0.896 0.691
C -1.732 -0.475 0.145
O -0.565 -1.256 -0.023
H 1.578 -1.429 -1.314
H 1.304 -0.100 -2.449
H 2.977 -0.589 -2.066
H 0.272 1.162 1.727
H -2.260 1.472 0.942
H -0.794 1.450 -0.070
H -2.432 -0.969 0.836
H -2.220 -0.386 -0.831
H -0.081 -1.114 0.807
```

Mulliken atomic charge list, values in e, 2 entries: -0.589 0.031

Entry 10:
Density functional theory data (ωB97M-V/def2-TZVPD) for a 2-piece molecular cluster, C4H9NO2 overall.

The SMILES is CCNC=O.C=O. The charge is 0. Its energy above the lowest of the compared OMol25 structures with the same formula, charge and spin is 42.2 kcal per mole. Its max |F| is 0.0144 Eh/bohr. The HOMO energy is -9.73 eV. Its LUMO energy is 0.5 eV.

```
16
C4H9NO2, DFT ωB97M-V/def2-TZVPD
C 1.053 -1.733 0.115
C 0.816 -0.965 -1.180
N -0.198 0.066 -1.060
C 0.102 1.296 -0.577
O 1.207 1.706 -0.287
O -1.299 0.314 1.733
C -1.750 1.428 1.625
H 0.124 -2.188 0.475
H 1.790 -2.528 -0.043
H 1.426 -1.059 0.891
H 1.732 -0.463 -1.501
H 0.500 -1.635 -1.986
H -1.159 -0.233 -0.966
H -2.800 1.603 1.310
H -1.134 2.338 1.760
H -0.801 1.922 -0.477
```

Mulliken atomic charge list, values in e, 2 entries: -0.949 -0.446

Entry 11:
Density functional theory data (ωB97M-V/def2-TZVPD) for C4H9NO2 as an isolated structure.

The charge is 0. Its energy above the lowest of the compared OMol25 structures with the same formula, charge and spin is 160.4 kcal per mole. Its max |F| is 0.0070 Eh/bohr. The HOMO energy is -8.71 eV. Its LUMO energy is 0.6 eV.

```
16
C4H9NO2, DFT ωB97M-V/def2-TZVPD
C 1.325 -0.809 0.729
C 0.531 0.209 1.226
C 0.083 0.931 2.228
H -0.108 0.697 0.002
H 1.004 -0.789 -0.604
H 1.033 -1.835 0.948
H 2.399 -0.635 0.683
H 0.433 0.749 3.242
H -0.645 1.723 2.098
C -0.384 0.592 -1.234
O -0.645 -1.697 -1.530
O -1.790 0.632 -1.227
N 0.232 -0.582 -1.626
H -1.468 -1.372 -1.125
H -2.099 0.718 -2.138
H 0.098 1.467 -1.672
```

Mulliken atomic charge list, values in e, 2 entries: -0.648 0.335

Entry 12:
Density functional theory data (ωB97M-V/def2-TZVPD) for a 2-piece molecular cluster, C4H9NO2 overall at a distorted geometry.

The SMILES is CC(C)=O.NC=O. The charge is 0. Its energy above the lowest of the compared OMol25 structures with the same formula, charge and spin is 20.0 kcal per mole. Its max |F| is 0.0348 Eh/bohr. The HOMO energy is -9.86 eV. Its LUMO energy is 0.7 eV.

```
16
C4H9NO2, DFT ωB97M-V/def2-TZVPD
C -0.658 0.576 -0.755
C 0.575 1.438 -0.811
C -1.864 1.139 -0.054
N 0.730 -1.662 1.391
C 1.408 -2.124 0.304
O -0.711 -0.515 -1.323
O 2.612 -1.983 0.167
H -0.268 -1.785 1.482
H 1.254 -1.192 2.116
H 0.758 -2.633 -0.427
H 0.500 2.131 -1.651
H -1.557 1.694 0.836
H 1.459 0.806 -0.928
H 0.683 1.998 0.122
H -2.510 0.317 0.267
H -2.410 1.795 -0.736
```

Mulliken atomic charge list, values in e, 2 entries: 0.845 -1.054

Entry 13:
Density functional theory data (ωB97M-V/def2-TZVPD) for one molecule with the formula C4H9NO2 at a distorted geometry.

The SMILES is C/N=C/OCCO. The charge is 0. Its energy above the lowest of the compared OMol25 structures with the same formula, charge and spin is 98.7 kcal per mole. Its max |F| is 0.0443 Eh/bohr. The HOMO energy is -9.66 eV. Its LUMO energy is 0.8 eV.

```
16
C4H9NO2, DFT ωB97M-V/def2-TZVPD
C 0.551 -0.700 -2.259
N 0.505 -0.526 -0.820
C -0.583 -0.697 -0.207
O -0.626 -1.330 1.029
C -0.031 -0.329 1.795
C -0.436 1.162 1.176
O 0.674 1.811 0.613
H 0.624 0.215 -2.850
H 1.451 -1.298 -2.452
H -0.308 -1.289 -2.598
H -1.606 -0.494 -0.521
H -0.261 -0.498 2.864
H 1.047 -0.287 1.629
H -1.355 1.439 0.587
H -0.632 1.563 2.143
H 0.986 1.257 -0.128
```

Mulliken atomic charge list, values in e, 2 entries: -0.886 -0.529

Entry 14:
Density functional theory data (ωB97M-V/def2-TZVPD) for one molecule with the formula C4H9NO2 at a distorted geometry.

The SMILES is NC(=O)CCCO. The charge is 0. Its energy above the lowest of the compared OMol25 structures with the same formula, charge and spin is 22.4 kcal per mole. Its max |F| is 0.0375 Eh/bohr. The HOMO energy is -9.56 eV. Its LUMO energy is 0.7 eV.

```
16
C4H9NO2, DFT ωB97M-V/def2-TZVPD
N 1.944 0.127 1.439
C 1.271 -1.000 1.084
O 1.357 -2.022 1.749
C 0.438 -0.878 -0.219
C -0.977 -0.293 -0.002
C -1.300 0.708 -1.087
O -0.649 1.927 -0.734
H 2.310 0.061 2.377
H 1.675 1.020 1.047
H 1.078 -0.422 -1.002
H 0.389 -1.923 -0.522
H -1.654 -1.168 -0.172
H -1.293 0.124 0.979
H -0.933 0.350 -2.070
H -2.390 0.839 -1.077
H -0.731 2.469 -1.526
```

Mulliken atomic charge list, values in e, 2 entries: -0.417 0.395

Entry 15:
Density functional theory data (ωB97M-V/def2-TZVPD) for one molecule with the formula C4H9NO2 at a distorted geometry.

The charge is 0. Its energy above the lowest of the compared OMol25 structures with the same formula, charge and spin is 115.1 kcal per mole. Its max |F| is 0.0315 Eh/bohr. The HOMO energy is -8.89 eV. Its LUMO energy is -1.8 eV.

```
16
C4H9NO2, DFT ωB97M-V/def2-TZVPD
C -0.105 0.531 0.558
C 0.809 -0.532 0.240
C 2.179 -0.124 -0.351
O 0.208 -1.477 -0.557
C -1.295 0.710 -0.270
N -2.451 0.056 0.404
O -1.039 0.224 -1.469
H -1.503 1.805 -0.302
H 0.042 1.214 1.405
H 0.990 -1.005 1.229
H 2.602 -1.063 -0.668
H 2.781 0.474 0.320
H 1.952 0.457 -1.230
H -0.355 -0.870 -1.222
H -2.160 -0.897 0.602
H -2.656 0.497 1.311
```

Mulliken atomic charge list, values in e, 2 entries: -0.280 0.380

Entry 16:
Density functional theory data (ωB97M-V/def2-TZVPD) for one molecule with the formula C4H9NO2 at a distorted geometry.

The SMILES is NC(=O)CCCO. The charge is 0. Its energy above the lowest of the compared OMol25 structures with the same formula, charge and spin is 16.9 kcal per mole. Its max |F| is 0.0217 Eh/bohr. The HOMO energy is -9.84 eV. Its LUMO energy is 0.7 eV.

```
16
C4H9NO2, DFT ωB97M-V/def2-TZVPD
C -1.117 1.206 0.878
O -2.191 1.527 0.006
C -0.886 -0.292 0.972
C -0.266 -1.013 -0.230
C 1.150 -0.580 -0.600
N 2.049 -0.538 0.413
O 1.469 -0.333 -1.744
H -1.464 1.543 1.848
H -0.202 1.725 0.568
H -2.054 1.107 -0.859
H -1.871 -0.757 1.069
H -0.355 -0.565 1.875
H -0.814 -0.953 -1.160
H -0.186 -2.060 0.047
H 1.828 -0.751 1.366
H 2.993 -0.295 0.168
```

Mulliken atomic charge list, values in e, 2 entries: -0.394 -0.518